No. 1
# C19H58N11O9

9 unconnected molecules or ions with the total composition C19H58N11O9 in a non-equilibrium geometry (ωB97M-V/def2-TZVPD, the OMol25 dataset).

Structure (XYZ):
```
97
Properties=species:S:1:pos:R:3:lowdin_charge:R:1
C 13.6894 10.0301 22.9618 -0.470
O 13.1744 9.1074 22.0208 -0.552
H 13.1510 10.9718 22.8560 0.014
H 13.6440 9.7144 24.0042 0.015
H 14.7150 10.2956 22.7056 0.012
C 17.4753 16.7330 22.2692 -0.096
C 18.2317 15.5404 22.7766 -0.333
O 19.5197 15.4715 22.1384 -0.078
H 18.1858 17.5504 22.1456 0.068
H 16.6465 16.9640 22.9384 0.079
H 17.1856 16.4009 21.2723 0.080
H 17.6283 14.6602 22.5544 0.111
H 18.2229 15.4332 23.8613 0.101
H 19.9421 16.3335 22.1393 0.068
C 15.8054 8.4406 16.2842 -0.840
O 16.1416 8.5694 15.1518 0.053
N 15.5239 7.3556 16.8923 0.158
N 15.7693 9.4472 17.1375 0.160
H 14.9306 7.3725 17.7094 0.117
H 15.4441 6.5110 16.3442 0.121
H 15.4302 9.1743 18.0489 0.106
H 15.9986 10.4019 16.9006 0.119
C 21.2738 6.9820 19.3873 -0.821
O 22.2684 7.6090 19.5188 0.071
N 20.1080 7.4007 19.8634 0.153
N 21.0979 6.0481 18.5261 0.150
H 19.2821 7.0756 19.3814 0.100
H 20.1537 8.3629 20.1669 0.118
H 21.8907 5.9620 17.9063 0.119
H 20.2456 6.1309 17.9904 0.109
C 14.2846 3.0730 23.1834 -0.779
O 14.7426 2.0002 23.6122 -0.007
N 13.0893 3.4999 23.3057 0.163
N 14.9491 3.9143 22.4209 0.148
H 12.3151 2.8823 23.5035 0.129
H 12.9771 4.3741 22.8124 0.111
H 14.5077 4.7786 22.1412 0.108
H 15.8384 3.5927 22.0661 0.118
C 7.3028 5.9682 20.6820 -0.827
O 6.3757 5.2343 20.4546 0.033
N 7.5762 6.3400 21.8941 0.152
N 8.2683 6.2978 19.9007 0.165
H 6.9544 5.9423 22.5835 0.120
H 8.4666 6.7682 22.1036 0.114
H 8.3803 5.8974 18.9803 0.122
H 9.0113 6.9119 20.2022 0.117
C 8.4000 13.5904 16.8902 -0.087
C 9.6104 14.0523 17.6304 -0.439
C 9.7202 15.5642 17.9436 -0.239
O 10.9689 15.9110 18.3978 -0.195
C 11.1202 17.3283 18.7385 -0.065
N 9.6348 13.2108 18.8245 0.033
H 8.2640 13.9544 15.8718 0.075
H 7.5422 14.0736 17.3582 0.079
H 8.3159 12.5051 16.9463 0.079
H 10.4517 13.7514 17.0060 0.131
H 9.0223 15.8776 18.7201 0.124
H 9.5242 16.1651 17.0556 0.120
H 12.1298 17.5344 19.0939 0.082
H 10.3801 17.6908 19.4519 0.084
H 11.0887 17.8484 17.7810 0.079
H 10.5421 13.2637 19.2650 0.075
H 9.5342 12.2278 18.6157 0.065
C 11.8830 13.3928 30.8758 -0.074
C 12.8718 13.9931 29.8172 -0.381
C 13.8693 15.0765 30.3520 -0.172
O 14.7930 15.3662 29.2672 -0.216
C 15.5379 16.5535 29.5556 -0.116
N 13.5780 12.8525 29.1722 0.023
H 12.3932 12.8831 31.6931 0.065
H 11.2478 12.5628 30.5664 0.066
H 11.2529 14.1742 31.3006 0.060
H 12.3668 14.4584 28.9707 0.126
H 14.5453 14.7342 31.1354 0.123
H 13.2975 15.9610 30.6328 0.117
H 15.9920 16.7370 28.5818 0.085
H 16.3649 16.3206 30.2264 0.082
H 15.0002 17.4473 29.8718 0.083
H 14.5788 12.9802 29.2189 0.057
H 13.2716 12.6223 28.2378 0.072
C 18.9098 6.1677 28.1442 -0.073
C 18.0410 7.4292 28.4082 -0.435
C 18.5316 8.6827 27.6882 -0.186
O 19.3563 9.5195 28.4922 -0.186
C 18.8208 10.0326 29.7262 -0.106
N 16.6996 6.9307 28.1925 0.027
H 18.5057 5.2403 28.5499 0.071
H 19.9319 6.2802 28.5059 0.074
H 18.9384 5.9141 27.0844 0.072
H 18.1254 7.5120 29.4918 0.121
H 17.6621 9.2118 27.2980 0.116
H 19.0964 8.5789 26.7618 0.127
H 17.7403 10.1046 29.8504 0.085
H 19.1192 11.0621 29.9243 0.077
H 19.1895 9.3836 30.5205 0.078
H 16.0379 7.6666 27.9904 0.068
H 16.7245 6.5631 27.2521 0.069
```

The spin multiplicity is 1. As for the total charge: -1. The calculation puts the gap between HOMO and LUMO at 4.71 eV.

---

No. 2
# C19H5Cl60NO4S

16 unconnected molecules or ions with the total composition C19H5Cl60NO4S in a non-equilibrium geometry (ωB97M-V/def2-TZVPD, the OMol25 dataset).

Structure (XYZ):
```
90
Properties=species:S:1:pos:R:3:lowdin_charge:R:1
C 0.9492 0.0224 4.0663 0.178
C 1.5732 -0.2453 3.0940 -0.092
N 2.2961 -0.3966 1.8701 0.042
C 2.7901 0.9571 1.4620 -0.209
S 4.5984 1.0126 1.2313 0.686
O 5.2317 1.0750 2.5305 -0.383
O 5.0279 -0.1656 0.5239 -0.351
C 1.2630 -0.8384 0.7725 -0.692
O 0.1541 -1.1424 1.1763 0.018
O 1.5828 -0.8167 -0.4037 -0.026
H 0.4293 0.5710 4.8409 0.017
H 3.0396 -1.0974 1.9897 0.199
H 2.5752 1.6490 2.2968 0.064
H 2.2988 1.3668 0.5609 0.043
H 4.8082 2.1856 0.5292 0.104
C -3.4693 0.7525 4.9037 -2.014
Cl -2.8341 -0.7993 4.3408 0.516
Cl -4.4676 1.4868 3.6431 0.494
Cl -4.4433 0.5018 6.3594 0.536
Cl -2.1114 1.8331 5.2734 0.497
C 0.7621 4.4035 1.1384 -1.984
Cl 1.2261 3.3552 -0.2184 0.519
Cl 1.9569 4.2646 2.4421 0.539
Cl 0.6922 6.0790 0.5836 0.562
Cl -0.8248 3.9055 1.7320 0.534
C -0.0478 3.2837 8.9482 -2.018
Cl -1.8135 3.2842 9.0566 0.529
Cl 0.6372 2.6021 10.4283 0.539
Cl 0.4488 2.2816 7.5587 0.452
Cl 0.5208 4.9446 8.7508 0.519
C 0.4945 -0.3558 -3.9192 -1.984
Cl -1.1634 -0.9443 -4.0921 0.495
Cl 1.0863 0.1937 -5.4989 0.516
Cl 0.5062 0.9972 -2.7812 0.520
Cl 1.5494 -1.6479 -3.3164 0.518
C 4.3513 2.9189 -3.6813 -1.999
Cl 3.0951 3.1180 -2.4486 0.461
Cl 4.5124 1.2012 -4.0761 0.503
Cl 3.8966 3.8164 -5.1367 0.493
Cl 5.8903 3.5373 -3.0598 0.536
C 6.6077 -2.7521 -2.1771 -2.037
Cl 5.7204 -1.4322 -2.9550 0.485
Cl 5.8088 -3.1920 -0.6629 0.532
Cl 6.6389 -4.1566 -3.2561 0.517
Cl 8.2657 -2.2293 -1.8407 0.524
C -0.7670 -4.6368 -2.3725 -1.973
Cl -2.4136 -5.2880 -2.4758 0.523
Cl -0.2305 -4.1135 -3.9774 0.450
Cl -0.7421 -3.2422 -1.2713 0.516
Cl 0.3294 -5.8975 -1.7830 0.504
C -5.5821 3.0282 0.1168 -2.021
Cl -6.5433 4.2549 -0.7243 0.529
Cl -6.3550 2.6241 1.6544 0.447
Cl -5.4657 1.5787 -0.8884 0.541
Cl -3.9588 3.6586 0.4399 0.503
C -0.3453 -4.8542 2.7906 -2.010
Cl 0.9932 -5.1091 3.9279 0.516
Cl 0.2979 -4.6067 1.1646 0.499
Cl -1.4005 -6.2744 2.7911 0.503
Cl -1.2668 -3.4263 3.2861 0.509
C 2.4010 -6.9977 -5.4211 -2.038
Cl 2.7406 -7.2125 -7.1459 0.522
Cl 0.7613 -7.5638 -5.0702 0.512
Cl 3.5643 -7.9339 -4.4697 0.519
Cl 2.5405 -5.2848 -5.0017 0.491
C -3.7286 0.1418 -6.9270 -2.051
Cl -4.7530 -0.3385 -5.5648 0.513
Cl -2.7157 -1.2269 -7.4140 0.511
Cl -4.7484 0.6329 -8.2884 0.520
Cl -2.7007 1.4996 -6.4418 0.507
C -10.1788 1.3705 1.7815 -2.040
Cl -10.2458 2.2524 3.3157 0.520
Cl -11.8161 1.1890 1.1329 0.524
Cl -9.1796 2.2688 0.6321 0.482
Cl -9.4695 -0.2288 2.0515 0.523
C 2.3601 6.7517 -7.8307 -2.037
Cl 2.3185 7.5857 -6.2701 0.522
Cl 0.7232 6.6577 -8.4946 0.526
Cl 3.4019 7.6424 -8.9493 0.527
Cl 2.9995 5.1154 -7.6050 0.481
C 4.1532 4.4122 5.7861 -2.020
Cl 4.5770 3.2811 4.4888 0.531
Cl 5.4042 4.3678 7.0355 0.541
Cl 4.0340 6.0528 5.1257 0.520
Cl 2.5971 3.9437 6.4928 0.461
C -4.7410 -8.2925 1.5578 -2.046
Cl -5.6457 -9.6986 0.9769 0.522
Cl -3.5569 -8.8121 2.7681 0.500
Cl -3.8981 -7.5288 0.2022 0.504
Cl -5.8585 -7.1311 2.2887 0.522
```

The spin multiplicity is 1. The calculation puts the gap between HOMO and LUMO at 9.19 eV. For the energy relative to the best compared isomer or geometry (same formula, charge and spin), the calculation gives 0.0000 eV.